1.
16
Properties=species:S:1:pos:R:3:forces:R:3 method="wB97M-V/def2-TZVPD" largest_force_ev_per_a=0.5 smiles=CCC#CCC total_charge=0 e_above_lowest_ev=1.2311
C 2.810721 0.166645 0.376628 0.1 0.1 0.0
C 1.921787 -0.845594 -0.354732 0.0 -0.1 -0.1
C 0.497340 -0.652442 -0.058285 -0.5 0.1 0.1
C -0.663705 -0.455875 0.203562 0.5 -0.1 -0.1
C -2.080065 -0.178106 0.470811 0.0 0.0 0.0
C -2.650833 0.868690 -0.492775 0.0 0.1 -0.1
H 2.510208 1.190136 0.133350 0.0 -0.1 0.0
H 2.730410 0.040837 1.460782 0.0 0.0 -0.2
H 3.860180 0.037733 0.092382 -0.2 0.0 0.0
H 2.070342 -0.762970 -1.438922 0.0 0.0 0.2
H 2.219186 -1.865644 -0.081719 -0.1 0.1 0.0
H -2.195122 0.167029 1.506010 0.0 0.0 -0.2
H -2.653622 -1.110064 0.393659 0.1 0.1 0.0
H -2.561270 0.529383 -1.529308 0.0 0.0 0.2
H -3.708516 1.056148 -0.280511 0.2 0.0 0.0
H -2.107043 1.814097 -0.400926 -0.1 -0.1 0.0



2.
77
Properties=species:S:1:pos:R:3:forces:R:3 method="wB97M-V/def2-TZVPD" largest_force_ev_per_a=9.6 total_charge=0
O 1.179839 0.469112 2.274149 -1.7 0.7 -9.4
C 0.926876 0.602661 0.943873 1.8 -1.0 7.0
O 1.653358 -0.271538 -0.019509 -2.0 1.5 0.6
P 0.904092 -1.838240 -0.142148 -0.9 -1.6 0.5
O -0.224249 -1.849479 -1.500405 2.6 2.3 0.3
O 2.045907 -3.115095 -0.458139 -2.2 1.3 -1.4
N -0.059136 1.696817 0.536348 0.8 -2.6 0.1
Cl 0.709217 2.736710 -0.612299 0.0 0.0 0.3
C -1.365798 1.126660 0.030717 -1.6 -1.2 -0.9
C -2.677876 1.538222 0.982839 0.8 -0.5 -0.7
F -3.756384 0.559422 0.584750 2.3 2.1 1.0
H -0.350655 -0.906553 -1.838545 0.3 -1.7 0.4
H 1.482687 -3.866738 -0.860768 1.2 1.6 0.7
H -1.525828 1.445447 -1.098738 0.2 -0.5 2.5
H -1.372829 -0.065666 0.019856 0.1 2.5 0.2
H -3.061105 2.615895 0.727942 0.6 -2.3 0.6
H -2.381357 1.403085 2.129487 -0.9 0.2 -2.6
C 1.977906 2.387977 -4.273678 0.4 -0.1 -0.3
Cl 0.609421 1.527134 -3.558717 -0.1 -0.3 -0.5
Cl 2.306274 3.892772 -3.406072 0.1 -0.1 -0.1
H 2.863592 1.749606 -4.226724 -0.3 0.2 0.1
H 1.746165 2.621388 -5.315703 -0.1 0.0 0.3
C -2.252029 -3.468797 -3.800422 0.1 0.0 -0.3
Cl -1.508467 -4.636230 -2.700790 0.0 -0.1 -0.1
Cl -3.404529 -2.435466 -2.946639 0.0 0.1 -0.1
H -1.469651 -2.843640 -4.237711 -0.2 -0.1 0.3
H -2.777230 -4.009695 -4.591366 0.1 0.1 0.3
C 0.676679 7.654356 -2.394438 -0.1 0.5 0.0
Cl 2.086723 7.434069 -3.437617 0.1 0.2 0.3
Cl 0.176807 6.121955 -1.668596 -0.1 0.1 0.1
H 0.929507 8.359315 -1.598655 0.0 -0.4 -0.3
H -0.148383 8.051465 -2.990741 0.2 -0.2 0.1
C -0.671387 7.595109 1.566668 0.2 -0.4 0.2
Cl -0.105766 8.993161 0.644443 0.0 0.1 0.2
Cl -2.423551 7.407301 1.426599 0.0 -0.1 -0.1
H -0.185183 6.695051 1.182402 -0.2 0.3 -0.1
H -0.411471 7.734252 2.618847 -0.2 0.1 -0.3
C -3.477560 7.846836 5.323859 -0.3 0.1 -0.2
Cl -3.642490 7.847578 7.083907 -0.1 0.0 -0.1
Cl -1.846353 7.369221 4.838041 0.0 0.0 0.1
H -4.196146 7.141363 4.899477 0.3 0.1 0.2
H -3.680966 8.852165 4.947110 0.2 -0.2 0.2
C 4.970227 -0.270031 0.797125 -0.4 -0.1 0.2
Cl 4.815018 1.252989 -0.086782 -0.1 0.0 0.0
Cl 6.667947 -0.723333 0.990089 0.0 0.2 0.2
H 4.517947 -0.155572 1.785307 0.2 0.1 -0.3
H 4.452580 -1.057038 0.243357 0.2 0.3 0.1
C -3.201063 -2.686212 1.205295 -0.5 0.1 0.3
Cl -3.906105 -4.043956 0.319618 -0.1 -0.1 0.1
Cl -1.465814 -2.556017 0.893961 -1.1 -0.2 1.0
H -3.689913 -1.761936 0.887650 0.2 -0.3 -0.1
H -3.360040 -2.838689 2.275564 0.1 -0.1 -0.3
C 5.399159 -4.790643 -1.216914 0.1 0.0 -0.3
Cl 4.030673 -5.651486 -0.501951 0.0 -0.2 -0.1
Cl 5.727526 -3.285848 -0.349308 0.2 -0.4 -0.3
H 6.284844 -5.429013 -1.169959 -0.3 0.2 0.1
H 5.167418 -4.557231 -2.258938 0.0 0.0 0.3
C 0.352482 7.338957 -7.312225 0.1 -0.1 -0.4
Cl 1.096044 6.171523 -6.212593 -0.1 -0.1 -0.4
Cl -0.800018 8.372287 -6.458443 0.0 0.1 -0.1
H 1.134860 7.964114 -7.749514 -0.2 -0.1 0.2
H -0.172719 6.798058 -8.103169 0.1 0.1 0.3
C -0.554575 -4.547385 4.253081 0.5 0.1 0.1
Cl -2.187834 -3.942497 4.555652 0.0 0.1 0.1
Cl -0.557062 -5.778469 2.984462 0.0 0.2 0.1
H 0.080742 -3.715175 3.940100 -0.3 -0.2 0.0
H -0.161435 -4.985817 5.173526 -0.2 0.0 -0.2
C -3.161453 -8.197099 1.224557 -0.2 0.3 0.3
Cl -3.866494 -9.554844 0.338880 -0.1 0.0 0.0
Cl -1.426203 -8.066904 0.913223 0.0 -0.1 -0.1
H -3.650302 -7.272824 0.906910 0.2 -0.2 0.0
H -3.320429 -8.349576 2.294826 0.1 -0.1 -0.3
C 1.574300 -9.217660 3.953244 0.1 -0.1 -0.3
Cl 0.205814 -10.078504 4.668206 0.0 -0.1 -0.1
Cl 1.902667 -7.712866 4.820850 0.2 0.0 0.0
H 2.459985 -9.856030 4.000199 -0.3 0.2 0.1
H 1.342558 -8.984248 2.911220 -0.1 0.0 0.3



Let's list frontier orbital gap in order: 10.448; 8.513 eV.
Let's list DFT total energy in order: -6382.6284; -350784.4804 eV.